1.
{
  "formula": "C7H13N",
  "method": "wB97M-V/def2-TZVPD",
  "e_tot_ha": -328.9905,
  "e_above_lowest_kj_mol": 737.69,
  "fmax_ev_per_a": 3.1,
  "homo_ha": -0.2453,
  "gap_ev": 4.53,
  "elements": ["N", "C", "C", "C", "C", "C", "C", "C", "H", "H", "H", "H", "H", "H", "H", "H", "H", "H", "H", "H", "H"],
  "xyz": [[2.82365, 0.03983, -2.26472], [2.05341, 0.83408, -1.38651], [-0.03485, 0.36898, 0.64306], [-0.86878, -0.67993, -0.08990], [-0.40499, 1.68475, 0.73003], [1.10231, -0.05963, 1.33749], [-2.32585, -0.61561, 0.21104], [-3.06712, -1.65376, 0.57348], [1.25977, -1.09112, 1.62132], [3.38256, -0.62799, -1.73805], [-0.44633, -1.63701, 0.23026], [0.05240, 2.31859, 1.47418], [1.82716, 0.70574, 1.58157], [-0.52224, -0.60404, -1.12459], [-2.53503, -2.56050, 0.83981], [-4.08674, -1.53211, 0.90940], [1.21861, 1.30221, -1.88869], [-2.78575, 0.33274, -0.04369], [-1.05187, 2.09378, -0.03524], [2.59991, 1.52417, -0.73330], [1.80975, -0.14319, -0.84697]],
  "forces_ev_per_a": [[-1.23, 0.37, -0.25], [2.26, -1.31, -1.60], [-1.21, 0.54, 1.13], [1.53, -0.07, 0.58], [0.40, -0.62, -0.80], [0.52, -0.02, -1.37], [-0.33, 0.14, -1.38], [0.78, 0.39, 1.08], [0.12, 0.00, -0.05], [0.80, 0.67, 0.11], [-0.26, -0.16, -0.01], [0.11, 0.25, -0.23], [0.04, -0.20, 0.50], [-0.78, 0.07, -0.37], [-0.30, -0.27, -0.17], [-0.17, -0.15, -0.39], [-0.24, 0.08, 0.08], [-0.18, 0.09, 0.31], [-0.44, 0.19, 0.44], [-0.33, -0.18, 0.59], [-1.09, 0.17, 1.80]]
}

---

2.
{
  "formula": "C2H3N3S",
  "method": "wB97M-V/def2-TZVPD",
  "e_tot_ha": -640.4148,
  "e_above_lowest_kj_mol": 117.96,
  "fmax_ev_per_a": 4.4,
  "homo_ha": -0.3317,
  "smiles": "[H]/N=C(\\C#N)NS",
  "gap_ev": 9.32,
  "elements": ["S", "N", "N", "N", "C", "C", "H", "H", "H"],
  "xyz": [[-2.31555, -0.64146, 0.50565], [-0.98046, 0.46084, 0.16756], [2.23665, 1.77617, -0.23873], [0.54978, -1.22570, -0.21948], [0.29580, 0.01355, -0.12847], [1.27483, 1.08218, -0.25706], [1.55183, -1.30393, -0.46547], [-1.47910, -1.64794, 0.42312], [-1.13379, 1.48629, 0.21289]],
  "forces_ev_per_a": [[0.53, 1.44, -0.25], [0.14, 0.95, -0.03], [-3.62, -2.25, -0.22], [1.50, 0.04, -0.42], [-2.11, 0.45, 0.39], [3.87, 2.12, 0.24], [-0.72, -0.42, 0.25], [0.43, -0.90, -0.01], [-0.02, -1.42, 0.07]]
}

---

3.
{
  "formula": "C23H24F11NO5",
  "method": "wB97M-V/def2-TZVPD",
  "e_tot_ha": -2420.2581,
  "e_above_lowest_kj_mol": 25.54,
  "fmax_ev_per_a": 1.3,
  "homo_ha": -0.3018,
  "smiles": "COCC1=C(COC(F)(F)F)C(=O)C=C(CCCCn2cccc2)C1=O.FC(F)C(F)(F)COC(F)(F)C(F)F",
  "gap_ev": 7.22,
  "elements": ["F", "F", "F", "F", "F", "F", "F", "F", "F", "F", "F", "O", "O", "O", "O", "O", "N", "C", "C", "C", "C", "C", "C", "C", "C", "C", "C", "C", "C", "C", "C", "C", "C", "C", "C", "C", "C", "C", "C", "C", "H", "H", "H", "H", "H", "H", "H", "H", "H", "H", "H", "H", "H", "H", "H", "H", "H", "H", "H", "H", "H", "H", "H", "H"],
  "xyz": [[-3.86635, -3.63445, 2.01337], [-4.60445, -6.50084, 3.87466], [-3.18617, -4.95963, 4.45068], [1.60458, 6.66592, -1.55860], [-5.48550, -3.96113, 3.45188], [-1.61734, -3.04773, 3.31451], [3.39321, 6.82631, -0.38354], [0.46508, -5.35673, 1.70820], [3.48047, 7.11540, -2.52404], [-1.42915, -4.56643, 0.94149], [0.15522, -2.73721, 2.07626], [3.16218, 5.10742, -1.78882], [1.77307, 3.25848, -3.26442], [3.58710, -0.46664, -1.06041], [-2.85977, -6.18697, 2.58699], [5.43089, 2.37702, 0.36569], [-2.67806, 1.57583, -0.95981], [-3.83256, 2.44617, -2.69556], [3.19756, 1.78523, -0.49721], [-0.76343, -4.88956, 2.07129], [-4.23863, 3.11242, -1.50983], [1.77279, 2.59244, -2.27138], [5.99240, 1.95426, -0.86386], [2.81037, 0.44822, -1.02053], [-3.50860, 2.55229, -0.46881], [-1.46676, -6.05401, 2.78464], [2.68725, 2.85348, -1.10812], [-0.75581, -1.06019, -1.63787], [-3.76833, -5.55579, 3.39430], [2.96269, 4.24579, -0.65987], [-2.87454, 1.50563, -2.31916], [0.91334, 1.39728, -2.11588], [-1.72160, -0.69521, -0.51069], [-4.63483, -4.57409, 2.60026], [4.15154, 1.84923, 0.66891], [2.91655, 6.40117, -1.56486], [1.40547, 0.32690, -1.50019], [-0.47882, -3.62505, 2.88263], [-1.79472, 0.77968, -0.12898], [0.72595, -0.98476, -1.26106], [4.24235, 0.87319, 1.14109], [5.83724, 0.89314, -1.04089], [-2.20539, 0.84685, 0.87416], [-1.38505, -1.22829, 0.37579], [0.16277, -3.84210, 3.74058], [3.82551, 4.30537, -0.00830], [0.82994, -1.28338, -0.22076], [-0.08284, 1.43360, -2.52477], [7.06115, 2.12888, -0.79520], [-2.37027, 0.82541, -2.97648], [3.72265, 2.53296, 1.39639], [-5.20198, -5.10771, 1.83530], [-1.05072, -6.94877, 2.32510], [-0.95730, -2.10033, -1.88624], [-4.17757, 2.62409, -3.69536], [5.61923, 2.54007, -1.70161], [1.25284, -1.72230, -1.86233], [-3.58896, 2.84299, 0.56306], [-0.95814, -0.51380, -2.55046], [-0.79903, 1.21628, -0.08139], [-4.96281, 3.89976, -1.43210], [-1.20174, -6.09516, 3.84144], [-2.72886, -1.03250, -0.73658], [2.09466, 4.59159, -0.09266]],
  "forces_ev_per_a": [[-0.03, -0.01, 0.03], [-0.05, -0.04, 0.10], [-0.02, 0.04, -0.05], [-0.33, 0.09, 0.04], [0.00, 0.01, -0.01], [0.02, -0.05, -0.02], [0.15, 0.08, 0.23], [0.09, -0.04, 0.05], [0.06, 0.10, -0.18], [0.05, 0.02, 0.06], [0.02, 0.01, 0.02], [0.36, -0.23, 0.08], [-0.24, 0.58, -0.69], [0.47, -0.73, 0.22], [-0.04, 0.49, -0.21], [-0.14, 0.15, 0.06], [-0.52, 0.43, -0.36], [0.72, -0.55, 0.88], [0.12, 0.16, 0.13], [-0.34, -0.04, -0.17], [0.82, -0.74, 0.15], [0.03, -0.29, 0.49], [0.31, -0.04, 0.12], [-0.39, 0.41, 0.00], [-0.73, 0.65, -0.72], [0.16, -0.52, 0.18], [0.24, -0.11, -0.12], [-0.09, -0.37, 0.16], [0.17, -0.27, 0.06], [-0.27, 0.41, -0.01], [-0.74, 0.78, -0.42], [-0.11, -0.28, 0.16], [0.26, 0.42, -0.09], [-0.13, 0.09, -0.08], [0.20, 0.25, -0.16], [-0.01, -0.07, -0.08], [-0.23, 0.01, 0.18], [0.09, 0.18, 0.06], [-0.10, -0.18, 0.25], [-0.43, 0.11, -0.61], [0.04, -0.23, -0.08], [-0.15, -0.17, -0.06], [-0.04, 0.03, 0.15], [-0.07, -0.17, 0.16], [0.00, -0.03, -0.03], [0.22, -0.09, 0.02], [0.26, -0.04, 0.19], [-0.10, 0.07, -0.28], [0.12, 0.06, 0.08], [0.17, -0.19, 0.17], [0.01, 0.01, 0.26], [0.01, -0.01, 0.01], [0.02, 0.01, -0.05], [-0.04, -0.15, -0.05], [-0.04, -0.02, -0.16], [-0.21, 0.01, -0.14], [0.28, -0.16, 0.10], [0.34, -0.34, 0.22], [0.02, 0.15, -0.17], [0.13, 0.11, -0.11], [-0.10, 0.11, 0.11], [-0.01, 0.21, 0.01], [-0.14, -0.13, -0.06], [-0.13, 0.06, 0.01]]
}

---

4.
{
  "formula": "C4H4IN",
  "method": "wB97M-V/def2-TZVPD",
  "e_tot_ha": -507.1087,
  "e_above_lowest_kj_mol": 378.58,
  "fmax_ev_per_a": 4.6,
  "homo_ha": [-0.3426, -0.3427],
  "gap_ev": [6.18, 6.19],
  "elements": ["I", "N", "C", "C", "C", "C", "H", "H", "H", "H"],
  "xyz": [[3.17953, -0.91289, -0.03442], [0.96092, 2.71845, 0.05794], [0.70293, 1.57615, -0.04252], [-0.78152, -0.32053, 0.69973], [0.30676, 0.28921, -0.08198], [-0.59219, -0.66359, -0.80687], [-1.32355, -0.44679, -1.64909], [-0.51626, -0.88688, 1.60955], [-0.24493, -1.68134, -0.68656], [-1.69170, 0.32820, 0.93421]],
  "forces_ev_per_a": [[-1.91, 0.70, 0.09], [-0.45, -2.24, -0.22], [1.08, 4.46, -0.28], [-1.73, 1.55, 0.73], [0.03, -2.97, -0.35], [-0.08, -0.53, 1.22], [1.13, 0.04, 1.43], [-0.18, -0.60, -1.14], [0.47, -0.06, -1.23], [1.64, -0.35, -0.25]]
}

---

5.
{
  "formula": "C6H10O",
  "method": "wB97M-V/def2-TZVPD",
  "e_tot_ha": -309.7245,
  "e_above_lowest_kj_mol": 309.44,
  "fmax_ev_per_a": 1.8,
  "homo_ha": -0.3144,
  "smiles": "CC=C=C(O)CC",
  "gap_ev": 9.40,
  "elements": ["O", "C", "C", "C", "C", "C", "C", "H", "H", "H", "H", "H", "H", "H", "H", "H", "H"],
  "xyz": [[-0.74644, -1.00648, 1.36007], [-2.37284, 0.41792, -0.73506], [-0.26626, -0.45651, 0.21437], [-1.01028, 0.79179, -0.15764], [1.98778, -0.93440, -0.62335], [0.67688, -1.04203, -0.53777], [2.31135, 0.24613, 0.55078], [3.13389, 0.81958, 1.03596], [2.61173, -1.48896, -1.34692], [-2.93361, -0.17365, -0.00557], [-2.95616, 1.30505, -0.99240], [1.86347, -0.28664, 1.37491], [-2.23333, -0.19023, -1.63387], [1.71412, 1.01451, 0.08287], [-0.42212, 1.36973, -0.87886], [-1.13225, 1.41417, 0.73920], [-0.22591, -1.79999, 1.55327]],
  "forces_ev_per_a": [[0.09, -0.21, -0.03], [-0.17, -0.02, -0.08], [-0.25, -0.24, -0.46], [0.03, -0.04, -0.06], [0.22, 0.87, 0.84], [0.14, 0.12, 0.16], [0.24, -0.68, -0.74], [0.75, -1.13, -1.23], [-0.05, 0.66, 0.72], [0.00, 0.10, -0.13], [0.03, -0.08, 0.02], [-0.42, 0.58, 0.35], [-0.09, 0.11, 0.09], [-0.40, 0.31, 0.61], [-0.07, -0.19, 0.05], [0.06, -0.22, -0.10], [-0.12, 0.06, -0.01]]
}

---

6.
{
  "formula": "C31H48Cl2N3O3P3Pt",
  "method": "wB97M-V/def2-TZVPD",
  "e_tot_ha": -3663.2872,
  "charge": 2,
  "e_above_lowest_kj_mol": 241.50,
  "fmax_ev_per_a": 2.1,
  "homo_ha": -0.4689,
  "gap_ev": 5.77,
  "elements": ["Pt", "Cl", "Cl", "P", "P", "P", "O", "O", "O", "N", "N", "N", "C", "C", "C", "C", "C", "C", "C", "C", "C", "C", "C", "C", "C", "C", "C", "C", "C", "C", "C", "C", "C", "C", "C", "C", "C", "C", "C", "C", "C", "C", "C", "H", "H", "H", "H", "H", "H", "H", "H", "H", "H", "H", "H", "H", "H", "H", "H", "H", "H", "H", "H", "H", "H", "H", "H", "H", "H", "H", "H", "H", "H", "H", "H", "H", "H", "H", "H", "H", "H", "H", "H", "H", "H", "H", "H", "H", "H", "H", "H"],
  "xyz": [[0.82477, -0.97733, -0.38281], [-6.42503, 2.54544, -0.08294], [-1.95878, 2.51951, 2.90233], [1.15980, -2.02567, -2.33913], [2.95535, -1.49827, 0.03911], [0.50754, 2.04475, -0.57219], [-0.68748, 1.48408, 0.47853], [-0.56707, -1.78946, 0.77445], [-0.56702, 1.19002, -2.01750], [2.37433, 3.59330, 0.71012], [2.72586, 3.24496, -1.63621], [0.96922, 4.74121, -0.90110], [-0.06326, -3.20748, -2.90193], [-2.99411, -1.74622, 0.95313], [1.97341, 4.47011, -1.92029], [-4.73967, 2.23944, 0.03116], [0.79087, -0.08656, 3.05996], [-2.00274, 1.75992, 0.31663], [2.67212, -3.03005, -2.15206], [3.35713, 3.37572, -0.32629], [-1.72340, -1.47767, 1.47376], [-0.29297, -1.04073, 3.56409], [-2.75318, -0.64808, 3.48219], [-4.11780, -1.35121, 1.68172], [1.52214, -0.94896, -3.74263], [1.59932, 4.79268, 0.41706], [-2.63184, 1.62924, -0.92620], [-4.01079, -0.76734, 2.92815], [-4.10099, 2.41401, 1.26632], [2.92067, -2.85305, 1.22458], [1.97466, 2.03408, -1.79062], [-2.53258, -3.92410, -0.20479], [-2.74652, 2.19179, 1.41609], [0.21584, -2.47601, 3.69637], [4.18995, -0.33246, 0.64018], [-2.95892, -1.83958, -1.59304], [-3.24472, -2.57419, -0.29187], [1.56106, 2.41864, 0.94359], [-1.60111, -1.01352, 2.78483], [3.70726, -2.17094, -1.46491], [-1.84194, 1.23957, -2.03242], [-0.09063, 3.75763, -0.94796], [-4.01561, 1.85326, -1.07027], [-2.32104, 0.94557, -2.96682], [-4.89235, -0.48335, 3.48657], [-0.53394, 3.75659, -1.94757], [-5.09885, -1.55383, 1.26876], [0.89867, 2.57158, 1.79165], [1.11594, -2.51560, 4.31385], [-2.64843, -0.28081, 4.49601], [2.21071, 1.56728, 1.15479], [3.01235, -3.35804, -3.13739], [2.26911, 5.65209, 0.45202], [-2.83049, -4.45407, 0.69857], [1.58195, 1.95621, -2.80423], [-0.54025, -0.69209, 4.57126], [2.59934, 1.16625, -1.57544], [1.49146, 4.38999, -2.89535], [-0.99183, -2.72962, -3.19106], [-0.53662, -3.10680, 4.16666], [2.31232, -0.24860, -3.48283], [-0.87528, 4.02870, -0.23656], [2.11747, -3.55000, 0.99147], [0.43580, -2.89733, 2.71756], [5.10554, -0.90489, 0.80498], [3.93008, 2.47573, -0.10399], [-3.21299, -2.46066, -2.45319], [2.67818, 5.30152, -1.94535], [-1.45191, -3.78961, -0.16714], [1.83532, -1.56476, -4.58784], [3.98807, -1.32676, -2.10012], [2.74363, -2.46976, 2.22805], [0.63850, -0.38044, -4.02887], [1.68512, -0.15070, 3.68483], [2.42120, -3.92844, -1.58223], [-4.49344, 1.73311, -2.03310], [4.03828, 4.22796, -0.35265], [-1.90444, -1.55991, -1.65804], [0.38980, -3.68525, -3.77410], [-4.67746, 2.74931, 2.11783], [-2.78909, -4.55379, -1.05920], [-0.27692, -3.94572, -2.13142], [-4.31859, -2.78252, -0.30730], [3.89113, 0.12263, 1.58388], [1.07748, -0.32192, 2.02595], [4.62547, -2.71399, -1.22702], [-3.56616, -0.94058, -1.64793], [0.82640, 4.91924, 1.17584], [4.38108, 0.44384, -0.09645], [0.43981, 0.94233, 3.08474], [3.88671, -3.36057, 1.19072]],
  "forces_ev_per_a": [[-0.09, -2.05, 0.50], [-0.01, -0.04, -0.02], [-0.01, 0.08, 0.05], [0.93, 0.73, -0.05], [0.31, 0.56, -0.74], [0.46, 1.73, 0.84], [-0.24, -0.46, -0.41], [-1.68, 0.41, 0.50], [-1.17, -0.12, -0.12], [0.29, 0.16, 0.46], [0.08, 0.14, -0.05], [0.00, 0.11, -0.05], [-0.13, 0.08, 0.09], [-0.46, 0.02, -0.22], [0.00, -0.05, 0.03], [0.09, -0.02, -0.02], [-0.07, -0.05, 0.04], [0.01, -0.04, 0.18], [-0.13, -0.15, -0.26], [-0.02, 0.05, -0.05], [0.67, -0.15, -0.22], [0.04, 0.10, -0.08], [0.24, -0.01, 0.05], [0.09, -0.05, -0.19], [-0.17, -0.08, -0.14], [-0.01, -0.06, -0.01], [0.02, -0.07, -0.11], [-0.03, 0.02, 0.02], [-0.04, 0.01, 0.00], [-0.04, 0.02, 0.08], [-0.35, -0.54, -0.38], [0.00, -0.02, -0.11], [0.12, -0.11, -0.20], [0.04, 0.01, 0.04], [-0.08, -0.05, 0.25], [0.08, 0.00, 0.00], [0.00, -0.11, -0.01], [-0.07, -0.07, -0.41], [0.04, 0.25, 0.52], [0.37, -0.08, 0.10], [1.05, -0.13, 0.07], [-0.19, -0.15, -0.12], [0.01, 0.00, 0.14], [-0.05, 0.07, -0.06], [-0.02, 0.00, 0.01], [-0.02, 0.06, 0.02], [-0.01, -0.02, -0.02], [0.05, 0.06, 0.03], [0.01, 0.01, 0.01], [0.02, -0.01, 0.02], [-0.04, 0.02, 0.07], [-0.08, -0.01, 0.00], [-0.02, -0.01, -0.02], [-0.01, -0.01, 0.03], [0.02, -0.03, -0.03], [0.00, -0.03, -0.02], [-0.02, 0.02, 0.00], [0.02, -0.01, -0.02], [-0.06, 0.04, -0.08], [-0.02, -0.02, 0.02], [0.04, -0.03, -0.02], [0.05, -0.01, 0.04], [0.02, -0.04, -0.03], [0.01, -0.05, -0.05], [0.05, 0.06, 0.02], [0.03, 0.05, -0.01], [0.03, -0.04, -0.05], [0.00, -0.04, -0.02], [0.03, -0.03, 0.01], [0.00, 0.04, -0.04], [0.03, 0.02, 0.03], [-0.01, 0.03, 0.03], [-0.03, 0.02, 0.04], [0.01, -0.04, 0.00], [0.04, 0.04, 0.06], [-0.01, 0.01, -0.03], [0.00, -0.05, -0.04], [0.04, 0.10, 0.01], [-0.07, -0.08, 0.01], [-0.01, 0.01, 0.02], [0.00, 0.00, -0.02], [0.02, -0.03, 0.01], [0.04, -0.01, 0.08], [0.00, -0.01, 0.02], [0.05, 0.04, 0.06], [-0.05, -0.03, -0.01], [-0.08, 0.14, -0.04], [0.02, 0.03, 0.03], [0.02, -0.04, -0.05], [-0.01, 0.00, -0.04], [-0.01, -0.02, 0.06]]
}